# 1
Here is an isolated molecule of C4H5N3 from the Open Molecules 2025 dataset. Energies are from ωB97M-V with the def2-TZVPD basis set.

## Properties
Energy relative to the best compared isomer or geometry (same formula, charge and spin) = 19.1 kcal/mol
LUMO energy = 0.738 eV
Orbital gap = 9.80 eV
Highest occupied orbital energy = -9.058 eV
SMILES = Nc1cncnc1
Energy = -319.6817 hartree

Geometry as XYZ:
```
12
Properties=species:S:1:pos:R:3:nbo_charge:R:1
N -2.054 0.109 0.020 -0.785
C -0.660 0.021 0.138 0.080
C 0.126 1.169 0.244 0.011
N 1.453 1.134 0.130 -0.423
C 2.004 -0.054 -0.105 0.205
N 1.359 -1.220 -0.098 -0.424
C 0.043 -1.188 0.082 0.013
H -2.227 0.887 -0.608 0.375
H -2.369 -0.730 -0.454 0.371
H -0.338 2.132 0.491 0.197
H 3.088 -0.117 -0.116 0.183
H -0.452 -2.147 0.271 0.196
```

---

# 2
Here is an isolated molecule of C4H5N3 from the Open Molecules 2025 dataset. Energies are from ωB97M-V with the def2-TZVPD basis set.

## Properties
Energy relative to the best compared isomer or geometry (same formula, charge and spin) = 13.6 kcal/mol
LUMO energy = 0.823 eV
Orbital gap = 9.71 eV
Highest occupied orbital energy = -8.884 eV
SMILES = Nc1cncnc1
Energy = -319.6906 hartree

Geometry as XYZ:
```
12
Properties=species:S:1:pos:R:3:nbo_charge:R:1
N 1.112 0.240 1.674 -0.795
C 0.303 0.104 0.549 0.079
C -0.406 -1.074 0.303 0.018
N -1.102 -1.275 -0.810 -0.422
C -1.143 -0.260 -1.672 0.206
N -0.628 0.952 -1.482 -0.422
C 0.082 1.131 -0.371 0.013
H 1.554 -0.627 1.950 0.381
H 1.797 0.980 1.604 0.380
H -0.415 -1.865 1.054 0.191
H -1.661 -0.432 -2.612 0.180
H 0.484 2.129 -0.195 0.191
```

---

# 3
Here is an isolated molecule of C4H5N3 at a distorted geometry from the Open Molecules 2025 dataset. Energies are from ωB97M-V with the def2-TZVPD basis set.

## Properties
Energy relative to the best compared isomer or geometry (same formula, charge and spin) = 100.5 kcal/mol
LUMO energy = 0.080 eV
Orbital gap = 8.44 eV
Highest occupied orbital energy = -8.360 eV
Energy = -319.5520 hartree

Geometry as XYZ:
```
12
Properties=species:S:1:pos:R:3:nbo_charge:R:1
C 2.669 0.975 -0.044 -0.309
C 1.233 0.666 -0.091 0.114
C -1.557 -0.863 0.214 -0.442
C -0.364 -1.096 -0.341 -0.003
N 3.333 -0.156 0.021 0.022
N 3.132 -1.283 0.106 0.099
N 0.797 -0.513 0.013 -0.470
H 3.024 1.909 -0.363 0.231
H 0.572 1.507 -0.300 0.180
H -2.233 -1.577 -0.047 0.192
H -1.860 -0.029 0.828 0.199
H -0.222 -1.920 -0.897 0.187
```

---

# 4
Here is an isolated molecule of C4H5N3 at a distorted geometry from the Open Molecules 2025 dataset. Energies are from ωB97M-V with the def2-TZVPD basis set.

## Properties
Energy relative to the best compared isomer or geometry (same formula, charge and spin) = 24.4 kcal/mol
LUMO energy = 0.475 eV
Orbital gap = 9.96 eV
Highest occupied orbital energy = -9.482 eV
SMILES = Nc1ncccn1
Energy = -319.6734 hartree

Geometry as XYZ:
```
12
Properties=species:S:1:pos:R:3:nbo_charge:R:1
N 2.455 -0.222 0.027 -0.816
C 0.977 -0.149 0.033 0.547
N 0.304 -1.281 0.130 -0.469
C -1.154 -1.031 0.236 0.067
C -1.798 0.208 0.163 -0.349
C -0.899 1.282 -0.045 0.108
N 0.412 1.105 -0.085 -0.490
H 2.750 0.385 -0.725 0.375
H 2.911 -1.128 -0.200 0.387
H -1.803 -1.906 0.403 0.204
H -2.889 0.421 0.249 0.238
H -1.265 2.315 -0.188 0.198
```

---

# 5
Here is a structure of composition C4H5N3 at a distorted geometry from the Open Molecules 2025 dataset. Energies are from ωB97M-V with the def2-TZVPD basis set.

## Properties
Energy relative to the best compared isomer or geometry (same formula, charge and spin) = 114.8 kcal/mol
LUMO energy = -0.434 eV
Orbital gap = 8.55 eV
Highest occupied orbital energy = -8.985 eV
Energy = -319.5293 hartree

Geometry as XYZ:
```
12
Properties=species:S:1:pos:R:3:nbo_charge:R:1
N -2.270 0.165 -1.118 -0.711
C -0.339 0.255 -0.365 0.494
N -0.942 0.697 -1.373 -0.278
C 1.542 0.677 -0.161 -0.183
C 1.766 -0.149 0.862 -0.381
C 0.544 -0.800 1.290 0.166
N -0.582 -0.586 0.697 -0.470
H -2.525 -0.515 -1.818 0.363
H -2.917 0.930 -1.017 0.363
H 2.472 1.208 -0.514 0.228
H 2.684 -0.397 1.392 0.221
H 0.566 -1.485 2.123 0.189
```

---

# 6
Here is an isolated molecule of C4H5N3O at a distorted geometry from the Open Molecules 2025 dataset. Energies are from ωB97M-V with the def2-TZVPD basis set.

## Properties
Energy relative to the best compared isomer or geometry (same formula, charge and spin) = 157.8 kcal/mol
LUMO energy = 0.139 eV
Orbital gap = 10.44 eV
Highest occupied orbital energy = -10.301 eV
SMILES = [H]/N=C(/C#N)N(O)C=C
Energy = -394.7161 hartree

Geometry as XYZ:
```
13
Properties=species:S:1:pos:R:3:nbo_charge:R:1
H 0.464 1.549 -1.794 0.364
N -0.415 1.939 -1.341 -0.529
C -0.606 0.898 -0.692 0.262
C -1.666 0.948 0.339 0.220
N -2.655 0.668 0.976 -0.262
N 0.045 -0.445 -0.768 -0.150
O 1.325 0.007 -1.319 -0.602
C 0.616 -0.407 0.607 -0.110
C 0.198 -1.426 1.408 -0.395
H 1.396 -0.628 -2.127 0.498
H 1.396 0.556 1.041 0.260
H -0.669 -2.255 1.241 0.239
H 0.573 -1.403 2.428 0.205
```

---

# 7
Here is a structure of composition C4H5N3O at a distorted geometry from the Open Molecules 2025 dataset. Energies are from ωB97M-V with the def2-TZVPD basis set.

## Properties
Energy relative to the best compared isomer or geometry (same formula, charge and spin) = 110.7 kcal/mol
LUMO energy = -0.246 eV
Orbital gap = 7.98 eV
Highest occupied orbital energy = -8.223 eV
Energy = -394.7912 hartree

Geometry as XYZ:
```
13
Properties=species:S:1:pos:R:3:nbo_charge:R:1
C -1.810 -1.114 -0.403 0.141
C 0.124 -0.472 0.393 0.057
C -0.276 -1.864 0.715 -0.075
C 1.279 0.242 0.983 -0.359
N -1.458 -2.179 0.230 -0.429
N -0.862 -0.100 -0.412 -0.507
N 2.141 0.036 -0.334 0.156
O 2.607 -1.090 -0.413 -0.276
H -2.859 -1.109 -0.868 0.204
H 1.329 1.369 1.107 0.228
H 1.565 -0.424 1.816 0.241
H -0.914 0.870 -0.673 0.424
H 0.116 -2.554 1.355 0.196
```

---

# 8
Here is a cluster of 4 separate species, C4H5N3O in total at a distorted geometry from the Open Molecules 2025 dataset. Energies are from ωB97M-V with the def2-TZVPD basis set.

## Properties
Energy relative to the best compared isomer or geometry (same formula, charge and spin) = 320.2 kcal/mol
LUMO energy = -0.584 eV
Orbital gap = 9.14 eV
Highest occupied orbital energy = -9.719 eV
Energy = -394.4572 hartree

Geometry as XYZ:
```
13
Properties=species:S:1:pos:R:3:nbo_charge:R:1
C -0.858 -1.416 -1.062 -0.340
C 0.710 0.345 -0.705 0.510
C -0.639 1.051 2.128 -0.069
C 2.173 0.687 -1.302 0.199
H -1.923 -1.021 0.142 0.272
H -1.288 -1.151 -2.507 0.240
H -0.339 -2.829 -0.605 0.237
H -1.511 1.012 2.997 0.203
H 0.016 2.128 2.055 0.225
N 0.675 0.704 0.476 -0.317
N -0.470 0.000 1.161 -0.319
N 3.429 0.902 -1.253 -0.288
O 0.025 -0.411 -1.524 -0.554
```

---

> The highest highest occupied orbital energy belongs to which entry?

number 7

---

Please write out number 1 again, unchanged.
Here is an isolated molecule of C4H5N3 from the Open Molecules 2025 dataset. Energies are from ωB97M-V with the def2-TZVPD basis set.

## Properties
Energy relative to the best compared isomer or geometry (same formula, charge and spin) = 19.1 kcal/mol
LUMO energy = 0.738 eV
Orbital gap = 9.80 eV
Highest occupied orbital energy = -9.058 eV
SMILES = Nc1cncnc1
Energy = -319.6817 hartree

Geometry as XYZ:
```
12
Properties=species:S:1:pos:R:3:nbo_charge:R:1
N -2.054 0.109 0.020 -0.785
C -0.660 0.021 0.138 0.080
C 0.126 1.169 0.244 0.011
N 1.453 1.134 0.130 -0.423
C 2.004 -0.054 -0.105 0.205
N 1.359 -1.220 -0.098 -0.424
C 0.043 -1.188 0.082 0.013
H -2.227 0.887 -0.608 0.375
H -2.369 -0.730 -0.454 0.371
H -0.338 2.132 0.491 0.197
H 3.088 -0.117 -0.116 0.183
H -0.452 -2.147 0.271 0.196
```

---

> Among the records above, which one has the lowest energy?

number 7